Computed, not measured: a structure of composition C39H38BCoN7S, with the ωB97M-V functional and the def2-TZVPD basis.

```
! RIJCOSX wB97M-V def2-TZVPD def2/J DEFGRID3
* xyz -1 5
Co 0.34877 -1.08609 -0.45927
C -1.15693 -2.24599 2.57803
C 0.04857 -1.38539 2.69353
C 0.69057 -0.96199 3.86123
C 1.76437 -0.20259 3.43563
C 2.75587 0.49521 4.30073
N 1.74197 -0.18449 2.08763
N 0.70137 -0.90179 1.64513
B 2.67487 0.53701 1.10093
N 1.86457 1.51721 0.23253
N 1.11807 1.05591 -0.77887
C 0.73517 2.08641 -1.51637
C -0.03783 1.90971 -2.77247
C 1.22797 3.26681 -0.94667
C 1.93877 2.86251 0.16783
C 2.65647 3.70341 1.16623
N 3.28547 -0.47039 0.10093
N 2.53377 -1.02399 -0.85747
C 3.32897 -1.68199 -1.68477
C 2.77467 -2.38389 -2.87227
C 4.65417 -1.55929 -1.24687
C 4.58257 -0.78499 -0.10347
C 5.68567 -0.37379 0.80793
H -1.60973 -2.38999 3.55713
H -1.87393 -1.78799 1.90103
H -0.87533 -3.21179 2.16333
H 0.42147 -1.17129 4.87873
H 2.51227 0.28461 5.34033
H 3.77327 0.15821 4.10853
H 2.72117 1.57201 4.14403
H 3.51997 1.11481 1.69803
H -0.21123 0.84571 -2.92247
H -0.99733 2.42221 -2.72107
H 0.52377 2.31381 -3.61647
H 1.08937 4.26761 -1.30787
H 2.49457 4.75371 0.93593
H 2.29337 3.50461 2.17363
H 3.72717 3.50301 1.15323
H 1.69217 -2.25409 -2.87077
H 3.19017 -1.97429 -3.79387
H 2.99947 -3.44849 -2.83297
H 5.53617 -1.97579 -1.69307
H 6.61947 -0.82949 0.48463
H 5.80687 0.70871 0.81133
H 5.47317 -0.69029 1.82873
S -1.91273 -4.84769 -1.70667
C -2.91063 -3.49549 -2.09267
C -2.30003 -2.30729 -1.83427
C -0.98023 -2.40199 -1.31937
C -0.65893 -3.73799 -1.14037
C 0.55457 -4.21259 -0.59017
C 1.01597 -5.53109 -0.73077
C 2.23987 -5.87749 -0.21697
C 2.99427 -4.88769 0.42943
C 2.46247 -3.62019 0.54173
N 1.27727 -3.26239 0.06303
H -3.87633 -3.68469 -2.52697
H -2.81613 -1.37989 -2.00687
H 0.39527 -6.24679 -1.25297
H 2.62347 -6.88429 -0.31577
H 3.96177 -5.11749 0.85033
H 3.02517 -2.85749 1.06443
C -1.27773 -0.04479 -0.28757
C -2.18233 0.77941 -0.38697
C -3.21393 1.71421 -0.44457
C -3.70383 2.23901 0.80653
C -5.01463 2.70951 0.98853
C -5.41843 3.24811 2.19253
C -4.54553 3.30331 3.27053
C -3.26673 2.78161 3.12853
C -2.85203 2.26021 1.92543
C -3.71473 2.13881 -1.72157
C -4.43303 3.33761 -1.89037
C -4.93603 3.70591 -3.11907
C -4.70943 2.92411 -4.24317
C -3.92803 1.78281 -4.11757
C -3.44533 1.39611 -2.88807
H -5.73683 2.62071 0.18863
H -6.43103 3.62241 2.29763
H -4.86773 3.72941 4.21123
H -2.58573 2.79421 3.96883
H -1.85203 1.86911 1.81133
H -4.56253 3.99981 -1.04737
H -5.50173 4.62581 -3.21277
H -5.11653 3.21011 -5.20447
H -3.70043 1.19541 -4.99767
H -2.84313 0.50631 -2.80377
*
```

Calculated values
⟨S²⟩ = 6.05
HOMO energy (spin up / spin down) = -3.31 / -4.94 eV
E = -3698.12329 hartree